# C6H6CdF6O10S2

A molecular structure, C6H6CdF6O10S2 in a non-equilibrium geometry (ωB97M-V with the def2-TZVPD basis set, the Open Molecules 2025 dataset).

Values from the calculation:
HOMO energy   -2.8 eV
Frontier orbital gap   0.2976 Ha
LUMO   5.30 eV
Total charge   -2
E_tot   -2548.0446 hartree

Last column: Mulliken charge in e.
Geometry (Å):
Cd: -26.1980 -15.3574 -24.2950  0.703
C: -23.4573 -12.9522 -22.5843  -1.211
C: -24.4939 -13.9727 -22.9633  1.255
O: -25.6825 -13.6193 -23.1602  -0.738
O: -24.3049 -15.2057 -23.2516  -0.831
H: -22.6873 -13.1432 -23.3318  0.314
H: -23.0835 -13.3141 -21.6265  0.296
H: -23.6663 -11.8828 -22.6135  0.273
C: -27.4563 -13.9189 -27.8738  -1.165
C: -27.0286 -14.4374 -26.5282  1.270
O: -25.8569 -14.7409 -26.2823  -0.711
O: -27.7645 -14.6192 -25.5120  -0.777
H: -28.5396 -13.8053 -27.9130  0.291
H: -27.1789 -14.5047 -28.7502  0.297
H: -27.0268 -12.9183 -27.9247  0.277
C: -26.9107 -19.4751 -25.9751  0.535
F: -27.7443 -19.9740 -24.9927  -0.217
F: -26.4860 -20.5683 -26.6352  -0.238
F: -27.4341 -18.5824 -26.7473  -0.214
S: -25.3129 -18.4938 -25.1671  1.031
O: -25.8663 -17.2570 -24.5735  -0.100
O: -24.9101 -19.4276 -24.1129  -0.664
O: -24.3276 -18.4581 -26.2999  -0.701
C: -27.1730 -16.8847 -20.1480  0.545
F: -27.1128 -15.6167 -19.6238  -0.248
F: -25.8975 -17.2633 -20.1805  -0.228
F: -27.8320 -17.6738 -19.3390  -0.217
S: -27.9367 -17.1728 -21.8778  1.050
O: -27.6336 -18.5359 -22.3272  -0.631
O: -29.3455 -16.9682 -21.8896  -0.690
O: -27.3660 -16.0920 -22.7065  -0.556

---

# C6H6Cl18

6 unconnected molecules or ions with the total composition C6H6Cl18 in a non-equilibrium geometry (ωB97M-V with the def2-TZVPD basis set, the Open Molecules 2025 dataset).

Values from the calculation:
HOMO energy (alpha / beta)   -0.2 / -7.2 eV
Frontier orbital gap (alpha / beta)   0.0809 / 0.3379 Ha
LUMO (alpha / beta)   1.97 / 1.96 eV
Total charge   -1
Energy above the lowest of the compared OMol25 structures with the same formula, charge and spin   0.524 eV
2S+1   2
E_tot   -8515.6111 hartree

Last column: Mulliken charge in e.
Geometry (Å):
C: 3.8761 2.4753 2.3554  0.062
Cl: 3.4183 3.9088 1.5896  -0.089
Cl: 4.7361 2.9190 3.8756  -0.163
Cl: 4.9834 1.4960 1.3980  -0.117
H: 3.0348 1.8118 2.5555  0.315
C: -0.7136 -3.8373 -2.5393  0.275
Cl: -2.1941 -4.8137 -2.7632  -0.224
Cl: -1.1815 -2.1964 -2.0781  -0.121
Cl: 0.3639 -3.7945 -4.0429  -0.317
H: -0.2018 -4.2560 -1.6728  -0.001
C: -1.1859 -3.2760 2.6688  0.144
Cl: 0.2382 -3.4037 3.8124  -0.258
Cl: -2.5640 -4.2195 3.3310  -0.251
Cl: -0.7004 -3.8877 1.0306  -0.304
H: -1.5874 -2.2654 2.7429  0.075
C: 0.0807 4.1223 0.3172  0.752
Cl: -0.3524 4.2559 -1.3692  -0.121
Cl: -1.3875 3.3021 1.0836  -0.133
Cl: 0.1703 5.7129 1.1528  -0.153
H: 1.0236 3.5819 0.4013  -0.378
C: -2.9659 0.8331 -2.9778  -0.162
Cl: -1.4490 1.2489 -2.2212  0.032
Cl: -3.9859 0.0662 -1.7935  -0.079
Cl: -2.7615 -0.2291 -4.4928  -0.121
H: -3.3130 1.8106 -3.3127  0.371
C: 0.8880 -0.2976 0.0251  0.373
Cl: -0.3899 -0.0493 1.2748  -0.072
Cl: 1.8424 -1.7852 0.4849  -0.094
Cl: 1.9797 1.1533 0.0513  -0.123
H: 0.2984 -0.3865 -0.8874  -0.119

---

# C6H6Cl18

A molecular structure, C6H6Cl18 in a non-equilibrium geometry (ωB97M-V with the def2-TZVPD basis set, the Open Molecules 2025 dataset).

Values from the calculation:
HOMO energy (alpha / beta)   -12.7 / -12.7 eV
Frontier orbital gap (alpha / beta)   0.3177 / 0.0624 Ha
LUMO (alpha / beta)   -4.04 / -10.97 eV
Total charge   +1
Energy above the lowest of the compared OMol25 structures with the same formula, charge and spin   0.247 eV
2S+1   2
E_tot   -8515.2224 hartree

Last column: Mulliken charge in e.
Geometry (Å):
C: 2.7774 0.3823 -3.9092  0.443
Cl: 1.8982 -0.3217 -5.2472  -0.108
Cl: 2.4365 2.0685 -3.6802  -0.060
Cl: 4.5076 0.0704 -4.0711  -0.130
H: 2.4886 -0.0795 -2.9651  -0.131
C: -1.3376 -3.8719 1.5211  0.069
Cl: -2.1537 -2.9210 2.6774  -0.074
Cl: -1.0027 -5.5483 2.0302  -0.120
Cl: 0.1649 -3.0258 1.0986  -0.070
H: -1.9777 -3.9291 0.6407  0.229
C: -1.1333 4.7027 -1.8641  0.096
Cl: -2.2137 5.6269 -2.9461  -0.113
Cl: -1.0907 5.7416 -0.3551  -0.130
Cl: 0.4987 4.6936 -2.4883  -0.093
H: -1.5211 3.7064 -1.6517  0.226
C: 0.4260 0.2291 0.3045  0.104
Cl: 0.1141 0.2394 2.1006  -0.106
Cl: 2.0531 -0.3249 -0.0350  -0.085
Cl: 0.1274 1.8233 -0.3653  0.002
H: -0.2427 -0.4844 -0.1769  0.199
C: -4.7531 -1.0491 0.1629  -0.077
Cl: -5.0799 -2.7987 0.1502  -0.103
Cl: -3.2133 -0.6110 -0.4216  -0.056
Cl: -4.8162 -0.2818 1.7799  -0.118
H: -5.5230 -0.5777 -0.4479  0.370
C: 3.5731 -0.6989 3.5935  0.303
Cl: 4.0275 1.0258 3.3956  0.034
Cl: 4.1253 -1.3032 5.1817  0.124
Cl: 4.3479 -1.6794 2.4889  0.169
H: 2.4923 -0.8037 3.4995  0.207

---

Among the records above, which one has the highest total charge? number 3